i:
Entry from the Open Molecules 2025 dataset: a cluster of 2 separate species, C3H2N2O2 in total (ωB97M-V/def2-TZVPD).

Summary:
**SMILES**: C#[N+][O-].N#CC=O
**Orbital gap**: 9.56 eV

Positions of all 9 atoms, in Å:
1 C -0.922 0.019 1.198
2 N -0.033 0.317 1.907
3 O 0.718 0.805 2.630
4 H -1.672 -0.462 0.652
5 N 2.550 -1.993 0.336
6 C 1.805 -1.276 -0.195
7 C 0.947 -0.310 -0.800
8 O -0.008 -0.642 -1.409
9 H 1.127 0.806 -0.735

Partial charges, Mulliken, in e: atom 1 (C): -0.170, atom 2 (N): 0.415, atom 3 (O): -0.595, atom 4 (H): 0.369, atom 5 (N): -0.292, atom 6 (C): 0.422, atom 7 (C): -0.141, atom 8 (O): -0.363, atom 9 (H): 0.355

ii:
Entry from the Open Molecules 2025 dataset: an isolated molecule of C3H2N2O2 (ωB97M-V/def2-TZVPD).

Summary:
**SMILES**: O=CC(=O)N1C=N1
**Orbital gap**: 9.36 eV

Positions of all 9 atoms, in Å:
1 O -2.556 0.080 -0.786
2 C -1.714 0.235 0.056
3 C -0.391 -0.531 -0.011
4 O -0.281 -1.610 -0.525
5 N 0.645 0.186 0.659
6 C 1.839 0.348 -0.081
7 N 2.008 -0.674 0.589
8 H -1.832 0.938 0.898
9 H 2.282 1.029 -0.798

Partial charges, Mulliken, in e: atom 1 (O): -0.390, atom 2 (C): -0.087, atom 3 (C): 0.644, atom 4 (O): -0.454, atom 5 (N): -0.282, atom 6 (C): 0.235, atom 7 (N): -0.319, atom 8 (H): 0.343, atom 9 (H): 0.309

Most stable: ii

i:
Entry from the Open Molecules 2025 dataset: an isolated molecule of C3H2N2O2 (ωB97M-V/def2-TZVPD).

Summary:
**SMILES**: [H]/N=C1/N=CC(=O)O1
**Orbital gap**: 9.82 eV

Positions of all 9 atoms, in Å:
1 H -2.219 -1.700 0.119
2 N -2.130 -0.556 0.019
3 C -0.936 -0.261 -0.101
4 N -0.640 1.067 -0.139
5 C 0.666 1.125 0.071
6 C 1.373 -0.241 -0.056
7 O 2.561 -0.595 -0.042
8 O 0.276 -1.056 -0.027
9 H 1.049 2.218 0.155

Partial charges, Mulliken, in e: atom 1 (H): 0.307, atom 2 (N): -0.476, atom 3 (C): 0.497, atom 4 (N): -0.366, atom 5 (C): -0.071, atom 6 (C): 0.615, atom 7 (O): -0.525, atom 8 (O): -0.319, atom 9 (H): 0.338

ii:
Entry from the Open Molecules 2025 dataset: an isolated molecule of C3H2N2O2 (ωB97M-V/def2-TZVPD).

Summary:
**Orbital gap (alpha / beta)**: 8.68 / 8.68 eV

Positions of all 9 atoms, in Å:
1 N 0.136 1.093 1.374
2 C -0.358 0.257 0.467
3 O -0.125 0.517 -0.825
4 C -0.585 -0.452 -1.717
5 O -0.453 -0.300 -2.885
6 C 0.485 -0.402 1.597
7 N 1.140 -1.217 2.135
8 H 0.807 1.807 1.049
9 H -1.047 -1.302 -1.197

Partial charges, Mulliken, in e: atom 1 (N): -0.294, atom 2 (C): 0.211, atom 3 (O): -0.292, atom 4 (C): 0.229, atom 5 (O): -0.384, atom 6 (C): 0.342, atom 7 (N): -0.411, atom 8 (H): 0.262, atom 9 (H): 0.336

iii:
Entry from the Open Molecules 2025 dataset: an isolated molecule of C3H2N2O2 (ωB97M-V/def2-TZVPD).

Summary:
**SMILES**: O=Cc1ncno1
**Orbital gap**: 11.21 eV

Positions of all 9 atoms, in Å:
1 O -2.248 0.147 -1.247
2 C -1.765 0.317 -0.161
3 C -0.315 0.018 0.099
4 N 0.660 0.866 0.039
5 C 1.738 0.022 0.105
6 N 1.450 -1.240 0.228
7 O 0.067 -1.249 0.232
8 H -2.340 0.738 0.667
9 H 2.753 0.381 0.037

Partial charges, Mulliken, in e: atom 1 (O): -0.389, atom 2 (C): -0.097, atom 3 (C): 0.691, atom 4 (N): -0.483, atom 5 (C): -0.066, atom 6 (N): -0.276, atom 7 (O): -0.097, atom 8 (H): 0.317, atom 9 (H): 0.401

iv:
Entry from the Open Molecules 2025 dataset: an isolated molecule of C3H2N2O2 (ωB97M-V/def2-TZVPD).

Summary:
**SMILES**: N#C[C@@H]1C=NOO1
**Orbital gap**: 10.78 eV

Positions of all 9 atoms, in Å:
1 N -1.155 -1.302 2.489
2 C -0.924 -1.136 1.361
3 C -0.455 -0.905 -0.019
4 C -0.516 0.675 -0.333
5 N -1.426 0.922 -1.170
6 O -1.990 -0.104 -1.635
7 O -1.359 -1.394 -1.008
8 H 0.631 -1.041 -0.090
9 H 0.130 1.325 0.077

Partial charges, Mulliken, in e: atom 1 (N): -0.357, atom 2 (C): 0.180, atom 3 (C): 0.279, atom 4 (C): -0.345, atom 5 (N): -0.085, atom 6 (O): -0.102, atom 7 (O): -0.291, atom 8 (H): 0.224, atom 9 (H): 0.496

Most stable: i